Record 1
C6H16OSi | ωB97M-V with the def2-TZVPD basis set

Element x y z (Å)
1 C -2.306 1.732 0.448
2 C -2.125 0.774 -0.696
3 C -0.753 0.804 -1.348
4 O 0.290 0.898 -0.449
5 Si 1.050 -0.420 0.234
6 C -0.232 -1.662 0.845
7 C 2.128 -1.139 -1.141
8 C 2.305 -0.020 1.595
9 H -2.306 2.777 0.073
10 H -3.165 1.461 1.059
11 H -1.380 1.565 1.038
12 H -2.235 -0.276 -0.409
13 H -2.941 0.990 -1.388
14 H -0.654 -0.065 -2.023
15 H -0.721 1.641 -2.026
16 H -0.569 -2.481 0.233
17 H -1.081 -1.183 1.290
18 H 0.278 -2.023 1.726
19 H 2.580 -2.094 -0.876
20 H 1.370 -1.207 -1.949
21 H 2.881 -0.420 -1.551
22 H 2.676 -0.893 2.000
23 H 1.874 0.717 2.329
24 H 3.033 0.522 0.987

Atoms 1-3, force components in eV/Å:
C 1.638 -0.136 0.430
C -0.656 -0.880 -0.296
C -0.938 0.092 -1.410

Calculated values
- frontier orbital gap (eV) = 10.6
- SMILES = CCCO[Si](C)(C)C
- spin multiplicity = 1
- energy above the lowest of the compared OMol25 structures with the same formula, charge and spin (kcal/mol) = 13.9

Record 2
C6H16OSi | ωB97M-V with the def2-TZVPD basis set

Element x y z (Å)
1 C 2.775 -0.224 0.315
2 C 1.506 0.314 1.019
3 Si -0.001 0.456 -0.148
4 O 0.205 1.790 -1.071
5 C -1.502 0.733 1.087
6 C -2.611 1.400 0.288
7 C -0.131 -0.905 -1.397
8 C -0.245 -2.330 -0.862
9 H 3.700 -0.324 0.891
10 H 2.592 -1.241 -0.066
11 H 3.125 0.345 -0.575
12 H 1.814 1.118 1.685
13 H 1.177 -0.503 1.711
14 H 0.289 2.561 -0.391
15 H -1.776 -0.297 1.385
16 H -1.318 1.424 1.963
17 H -3.631 1.423 0.634
18 H -2.329 2.475 0.236
19 H -2.649 1.098 -0.700
20 H -0.986 -0.701 -2.030
21 H 0.812 -0.602 -1.838
22 H -1.278 -2.420 -0.466
23 H 0.427 -2.489 -0.067
24 H 0.038 -3.098 -1.602

Atoms 1-3, force components in eV/Å:
C 0.440 -0.412 -1.150
C 0.514 -1.778 -0.116
Si -0.387 0.442 2.749

Calculated values
- frontier orbital gap (eV) = 10.3
- SMILES = CC[Si](O)(CC)CC
- spin multiplicity = 1
- energy above the lowest of the compared OMol25 structures with the same formula, charge and spin (kcal/mol) = 19.2

Record 3
C6H16S | ωB97M-V with the def2-TZVPD basis set

Element x y z (Å)
1 C -0.555 -0.493 -1.792
2 C -1.926 -1.156 -1.801
3 S -2.176 -2.243 -0.316
4 C -2.447 -1.641 1.400
5 H 0.047 -0.684 -2.774
6 H 0.316 -0.942 -1.244
7 H -0.663 0.505 -1.315
8 H -2.772 -0.573 -2.111
9 H -1.733 -1.959 -2.562
10 H -3.562 -1.512 1.740
11 H -1.947 -2.381 2.104
12 H -2.249 -0.574 1.653
13 C 2.375 0.073 0.689
14 C 1.257 1.095 0.769
15 C 1.649 2.613 0.457
16 H 2.022 -0.985 0.906
17 H 3.244 0.198 1.423
18 H 2.897 -0.131 -0.237
19 H 0.402 0.651 0.005
20 H 0.657 1.068 1.749
21 H 0.882 3.353 0.313
22 H 2.125 2.947 1.414
23 H 2.157 2.771 -0.470

Atoms 1-3, force components in eV/Å:
C 1.896 0.354 -0.544
C 2.131 -1.960 0.338
S -0.411 -1.060 0.054

Calculated values
- frontier orbital gap (eV) = 9.2
- SMILES = CCSC.CCC
- spin multiplicity = 1
- energy above the lowest of the compared OMol25 structures with the same formula, charge and spin (kcal/mol) = 69.5

Record 4
C6H17AlO3PS2 | ωB97M-V with the def2-TZVPD basis set

Element x y z (Å)
1 C -2.200 0.484 2.629
2 P -1.601 1.942 1.656
3 C -2.197 1.521 -0.049
4 Al 0.754 1.950 1.726
5 S 1.272 1.577 3.956
6 C 1.666 0.508 0.645
7 C 1.716 0.762 -0.878
8 C 0.783 -0.075 -1.768
9 C 0.760 -1.548 -1.395
10 S -0.329 -2.444 -2.487
11 O -0.039 -2.139 -3.850
12 O -1.674 -2.353 -2.024
13 O 0.146 -3.964 -2.230
14 H -2.187 0.768 3.678
15 H -1.604 -0.424 2.509
16 H -3.221 0.251 2.323
17 H -1.857 0.555 -0.425
18 H -3.288 1.495 -0.038
19 H -1.897 2.311 -0.737
20 H 1.352 3.398 1.355
21 H 1.632 0.292 3.906
22 H 2.691 0.445 1.023
23 H 1.206 -0.448 0.901
24 H 2.739 0.660 -1.250
25 H 1.447 1.806 -1.073
26 H 1.133 -0.002 -2.798
27 H -0.227 0.335 -1.758
28 H 1.755 -1.989 -1.486
29 H 0.351 -1.726 -0.404
30 H 0.916 -3.948 -1.658

Atoms 1-3, force components in eV/Å:
C 0.220 -0.177 -0.237
P -0.423 0.660 0.146
C -0.075 -0.233 0.115

Calculated values
- charge = -1
- frontier orbital gap (eV) = 6.1
- spin multiplicity = 1

Record 5
C6H17BO6PS | ωB97M-V with the def2-TZVPD basis set

Element x y z (Å)
1 O 2.298 1.584 -0.349
2 P 1.480 2.325 -1.647
3 O 2.072 3.921 -1.545
4 C -0.277 2.593 -1.045
5 C -0.645 2.127 0.417
6 O -1.709 1.227 0.229
7 B -2.390 1.826 -0.949
8 S -3.317 3.489 -0.629
9 O -1.238 1.996 -1.878
10 H 2.471 2.241 0.318
11 H 1.487 4.348 -0.922
12 H -0.420 3.676 -1.241
13 H -1.025 2.914 1.072
14 H 0.225 1.650 0.881
15 H -3.286 1.107 -1.310
16 H -2.472 4.528 -0.875
17 C -1.409 -3.236 0.761
18 O -0.690 -2.754 -0.357
19 C -0.106 -1.473 -0.125
20 C 1.368 -1.587 0.219
21 O 1.579 -2.272 1.457
22 C 1.924 -3.630 1.280
23 H -1.574 -4.305 0.619
24 H -0.860 -3.086 1.694
25 H -2.380 -2.735 0.827
26 H -0.649 -0.938 0.657
27 H -0.209 -0.899 -1.048
28 H 1.779 -0.584 0.332
29 H 1.915 -2.084 -0.589
30 H 2.976 -3.716 0.985
31 H 1.296 -4.115 0.529
32 H 1.785 -4.140 2.234

Atoms 1-3, force components in eV/Å:
O -0.632 0.436 -1.261
P 0.665 -0.463 -0.317
O -0.432 -1.481 0.144

Calculated values
- charge = -1
- frontier orbital gap (eV) = 7.6
- spin multiplicity = 1

Record 6
C6H17Cl2N5O10 | ωB97M-V with the def2-TZVPD basis set

Element x y z (Å)
1 C -3.989 12.303 -16.532
2 N -3.523 11.291 -17.541
3 O -2.622 11.675 -18.271
4 O -4.116 10.246 -17.580
5 H -5.058 12.092 -16.488
6 H -3.923 13.310 -16.943
7 H -3.452 12.072 -15.612
8 C -7.695 0.486 -9.682
9 N -8.479 -0.087 -8.561
10 O -9.070 -1.166 -8.723
11 O -8.317 0.474 -7.524
12 H -8.204 0.434 -10.645
13 H -6.683 0.082 -9.717
14 H -7.694 1.537 -9.394
15 C -4.686 3.225 -16.504
16 N -5.237 1.974 -15.889
17 O -6.362 1.625 -16.186
18 O -4.588 1.405 -15.027
19 H -4.626 2.968 -17.561
20 H -3.760 3.483 -15.990
21 H -5.500 3.949 -16.546
22 C -2.523 10.842 -5.965
23 N -1.176 10.179 -5.734
24 O -0.271 10.945 -5.419
25 O -1.088 8.930 -5.750
26 H -3.093 10.150 -6.584
27 H -2.365 11.703 -6.615
28 H -2.914 10.846 -4.948
29 C -6.921 16.689 -10.417
30 N -6.031 15.639 -11.092
31 O -5.620 15.918 -12.174
32 O -5.775 14.563 -10.479
33 H -7.113 16.464 -9.368
34 H -7.873 16.450 -10.891
35 H -6.590 17.690 -10.695
36 Cl -5.019 6.281 -11.485
37 C -5.848 7.907 -11.561
38 Cl -6.842 8.062 -13.026
39 H -6.497 7.972 -10.688
40 H -5.085 8.683 -11.620

Atoms 1-3, force components in eV/Å:
C -1.068 -0.560 -0.477
N 0.353 1.944 -0.289
O -0.193 -0.851 0.103

Calculated values
- frontier orbital gap (eV) = 10.9
- SMILES = C[N+](=O)[O-].C[N+](=O)[O-].C[N+](=O)[O-].C[N+](=O)[O-].C[N+](=O)[O-].ClCCl
- spin multiplicity = 1
- energy above the lowest of the compared OMol25 structures with the same formula, charge and spin (kcal/mol) = 9.6